5
Properties=species:S:1:pos:R:3:forces:R:3:lowdin_charge:R:1 method="wB97M-V/def2-TZVPD" e_above_lowest_ev=3.149 e_tot_ha=-418.24874 max_force_ev_per_a=5.20 orbital_gap_ev=8.70
P 0.327 0.449 0.799 -1.91 0.76 -0.12 0.730
H 0.921 0.926 1.981 0.82 0.15 0.81 -0.151
H -0.908 -0.382 -0.961 -3.07 -0.96 -4.08 -0.088
O 1.278 -0.392 0.091 1.32 -0.81 -0.41 -0.564
H -1.619 -0.601 -1.910 2.84 0.86 3.80 0.073

***

89
Properties=species:S:1:pos:R:3:forces:R:3:lowdin_charge:R:1 method="wB97M-V/def2-TZVPD" e_above_lowest_ev=0.098 e_tot_ha=-2948.24938 max_force_ev_per_a=1.35 smiles="Fc1ccccc1.Fc1ccccc1.Fc1ccccc1.CNC(C)=O.CNC(C)=O.CNC(C)=O.CNC(C)=O.ClCCl" orbital_gap_ev=9.29
H 2.810 -2.308 -0.286 -0.20 -0.08 0.25 0.106
H 1.487 -4.788 -2.558 0.16 0.17 0.08 0.076
H 4.983 -0.281 1.692 -0.05 0.14 -0.27 0.077
O 0.573 -3.108 -0.005 0.00 -0.12 -0.44 0.005
H -3.098 2.233 -2.330 0.30 0.17 -0.39 0.082
C -4.258 3.392 1.370 0.52 0.53 0.38 -0.546
H -4.925 0.886 3.461 0.49 -0.04 0.02 0.102
C -3.186 1.270 -2.828 0.18 -0.12 0.27 -0.005
H 5.924 2.455 2.099 0.21 -0.06 -0.26 0.114
C -2.281 1.093 -4.030 0.40 0.47 0.64 -0.560
N -2.652 0.113 -4.885 0.03 -0.12 -0.44 -0.009
C -6.365 -1.090 1.154 0.13 -0.03 -0.05 -0.084
H -7.328 -1.405 0.774 -0.13 0.18 0.17 0.108
N -5.333 2.628 1.135 -0.87 0.31 -0.68 0.014
H -1.308 -2.423 -1.384 -0.16 -0.10 0.18 -0.015
N 6.236 -1.841 2.150 -0.13 -0.56 0.13 0.009
H -6.046 2.534 1.836 0.14 0.01 0.10 0.121
H 2.394 1.979 1.936 -0.18 0.28 0.26 0.101
C 3.512 4.571 1.026 0.63 0.41 -0.58 -0.101
C 3.557 4.302 -0.345 -0.69 -0.67 0.72 -0.068
H -2.639 -0.379 -6.891 0.19 0.07 -0.20 0.081
C -5.241 -1.640 0.548 -0.19 -0.07 -0.34 -0.023
H 4.325 2.994 -1.852 0.06 -0.11 0.05 0.120
H 3.661 -4.125 -2.340 0.31 0.47 -0.16 0.077
H 1.543 -5.778 -1.121 0.18 0.13 0.07 0.091
H -1.816 2.760 1.225 0.24 -0.16 0.37 0.062
H 6.726 -3.507 4.276 -0.09 0.00 -0.07 0.080
H -1.262 -1.054 -5.986 -0.08 -0.07 0.05 0.050
H 4.704 -1.705 0.701 0.08 -0.30 0.15 0.054
C 6.343 -3.193 2.160 0.10 -0.52 -0.73 -0.545
F -2.894 -1.751 0.429 -0.09 -0.13 -0.13 0.051
H -5.308 -2.299 -0.308 -0.07 -0.12 0.12 0.119
H -5.056 0.992 -0.083 0.01 0.09 -0.35 0.065
C 3.853 -3.826 -1.307 -0.37 -1.21 0.08 -0.078
C -1.915 -0.187 -6.102 -0.02 -0.12 0.40 -0.076
H -4.748 4.932 2.734 0.44 0.27 0.17 0.087
C 4.348 3.262 -0.803 0.58 0.08 -0.59 -0.014
H 2.898 5.362 1.435 -0.20 -0.09 -0.13 0.103
H 7.081 -4.879 3.205 -0.01 -0.02 0.00 0.079
C -2.033 -2.787 -2.104 0.42 0.47 0.22 -1.049
H 8.170 -3.487 3.286 -0.03 0.03 -0.12 0.081
C -4.954 0.176 2.646 -0.73 -0.44 -0.07 -0.093
F 6.051 1.661 -0.391 0.06 -0.05 -0.28 0.056
C -3.831 -0.394 2.067 -0.07 0.59 0.25 0.003
F 2.399 -0.211 0.614 0.33 0.33 -0.03 0.044
H 6.140 -0.711 0.395 -0.19 0.11 -0.11 0.082
C 5.472 -1.098 1.163 0.49 0.34 0.36 -0.054
C -4.191 3.997 2.770 -0.57 -0.81 0.09 0.012
C -6.225 -0.170 2.188 -0.01 -0.61 -0.11 -0.114
H 4.351 4.206 2.913 0.30 -0.29 0.08 0.107
H -6.593 1.781 -0.385 -0.14 0.18 0.53 0.092
H -4.241 1.111 -3.052 0.04 -0.36 0.08 0.078
C 0.267 2.497 1.751 -0.33 0.08 0.38 -0.075
C -0.952 2.109 1.202 0.21 0.41 -0.46 -0.078
H 4.099 -4.764 -0.797 -0.08 0.13 0.16 0.084
H 0.075 -0.563 -0.573 0.41 -0.21 0.22 0.102
N 2.679 -3.205 -0.726 0.98 0.48 -0.14 0.030
C 5.238 2.633 0.052 -0.43 0.33 0.50 -0.288
H -1.272 0.660 -6.326 -0.17 0.11 -0.11 0.083
C 1.101 -4.868 -1.540 0.24 -0.95 -0.43 -0.017
O 5.877 -3.908 1.279 -0.14 0.46 0.33 0.032
Cl -1.173 -2.823 -3.648 -0.01 -0.15 -0.31 0.560
H -3.171 4.062 3.135 0.11 0.52 -0.37 0.081
H -2.782 0.560 -2.097 -0.52 -0.17 0.03 0.062
C 1.426 -3.672 -0.695 -1.11 0.26 0.38 -0.539
H 6.830 -1.345 2.790 -0.18 0.18 0.06 0.131
C -5.549 1.967 -0.136 0.30 -0.58 -0.24 -0.057
C 4.397 3.917 1.870 -0.44 0.51 0.02 -0.108
H 0.313 3.389 2.364 0.06 0.04 -0.06 0.103
C 1.331 0.608 0.761 -0.93 0.00 0.04 -0.256
C 1.406 1.746 1.557 0.85 -0.95 -0.45 -0.021
C -4.007 -1.271 1.011 0.59 0.29 0.45 -0.289
O -3.396 3.618 0.530 -0.53 -0.03 0.00 0.018
H 4.732 -3.209 -1.163 -0.10 0.26 -0.31 0.071
H -2.880 -2.119 -2.200 -0.03 -0.03 -0.01 0.007
C 5.284 2.967 1.392 -0.17 -0.24 0.45 -0.028
H -2.838 -0.100 2.380 0.05 -0.18 -0.05 0.120
H 0.042 -5.092 -1.638 -0.07 0.49 0.35 0.031
H -3.360 -0.535 -4.591 -0.16 0.08 -0.04 0.119
H -5.149 2.533 -0.972 0.28 0.19 0.22 0.075
O -1.250 1.732 -4.147 -0.18 0.07 -0.34 0.046
C 0.156 0.255 0.129 -0.44 -0.05 -0.16 0.005
Cl -2.595 -4.358 -1.576 -0.23 -0.27 -0.03 0.569
C -0.990 1.007 0.368 0.47 -0.09 -0.26 -0.076
H -1.880 0.744 -0.191 -0.11 0.10 0.25 0.081
H 2.859 4.754 -1.037 0.08 0.21 0.04 0.109
H -4.693 3.366 3.512 -0.18 -0.01 -0.22 0.065
H -7.111 0.238 2.656 -0.01 0.08 0.03 0.105
C 7.123 -3.800 3.302 0.16 0.12 0.30 -0.010